[1]
Entry from the OMol25 dataset: a molecular structure, C25H27N7O8STi in a non-equilibrium geometry (ωB97M-V/def2-TZVPD).

Geometry as ORCA input:
```
! wB97M-V def2-TZVPD RIJCOSX def2/J DEFGRID3
* xyz -2 3
Ti 0.61309 -1.25223 1.41566
O 2.70127 -4.56969 0.45088
C 1.93969 -3.77815 0.99852
O 2.12744 -2.47283 1.04386
C 0.72842 -4.18213 1.76529
C 0.52801 -5.41226 2.35467
C -0.34762 -5.51501 3.44088
C -0.80829 -4.30573 4.03626
C -0.58251 -3.12263 3.39855
N -0.01992 -3.09101 2.14992
C -0.59948 -1.75273 4.03850
O -1.07013 -1.54858 5.14820
O 0.06131 -0.88763 3.31988
H 1.12612 -6.25153 2.01927
H -0.51249 -6.46803 3.92856
H -1.25665 -4.28556 5.02166
C 2.77384 0.21922 -5.51732
O 3.08728 -0.68900 -4.48223
C 2.75121 -0.39486 -3.17725
O 3.10907 -1.12293 -2.30297
N 2.04999 0.77040 -3.02354
N 1.50467 1.15779 -1.78171
H 3.24948 -0.16911 -6.41575
H 3.16078 1.21976 -5.31024
H 1.69506 0.27673 -5.69903
H 1.50926 1.10654 -3.79963
H 1.00131 0.38241 -1.34775
H 2.24750 1.34405 -1.11127
N -5.64086 3.21146 -2.85176
C -4.92320 2.49589 -1.86473
C -3.62643 2.87410 -1.52733
C -2.93487 2.19518 -0.53751
C -3.53258 1.12932 0.11540
C -4.82199 0.74920 -0.20814
C -5.52008 1.43453 -1.19036
S -2.63490 0.28799 1.40639
O -2.31031 1.30796 2.35959
O -3.43769 -0.83347 1.81695
N -1.24856 -0.16902 0.69035
C -1.31885 -1.05236 -0.33666
N -2.42194 -1.34692 -1.03600
C -2.26448 -2.26404 -1.98478
C -1.06742 -2.90427 -2.25874
C 0.02269 -2.53882 -1.47230
N -0.09331 -1.61233 -0.54013
H -5.03262 3.61947 -3.54643
H -6.33943 2.64062 -3.30463
H -3.15793 3.70355 -2.04658
H -1.92124 2.47556 -0.27692
H -5.25377 -0.10163 0.30185
H -6.53130 1.13676 -1.44824
H -3.16043 -2.50886 -2.55407
H -0.98277 -3.66161 -3.02372
H 1.00613 -2.99027 -1.57869
C 3.75885 3.44677 0.45971
C 3.00614 2.98009 1.71421
C 3.99264 2.86772 2.88473
C 1.92015 4.00804 2.06342
C 2.37387 1.67164 1.47350
C 1.84953 0.57644 1.33474
H 4.17659 4.44901 0.60842
H 3.08302 3.47693 -0.39720
H 4.57435 2.75883 0.22830
H 4.44783 3.84089 3.10265
H 4.78249 2.15410 2.64586
H 3.47549 2.51118 3.77575
H 2.36970 4.97424 2.31984
H 1.32411 3.65435 2.90465
H 1.24565 4.14652 1.21671
*
```

Output
* energy relative to the best compared isomer or geometry (same formula, charge and spin): 39.31 kcal per mole
* gap between HOMO and LUMO (alpha / beta): 3.4056 / 6.9172 eV
* ⟨S²⟩: 2.03



[2]
Entry from the OMol25 dataset: a molecular structure, C25H27N7O8STi in a non-equilibrium geometry (ωB97M-V/def2-TZVPD).

Geometry as ORCA input:
```
! wB97M-V def2-TZVPD RIJCOSX def2/J DEFGRID3
* xyz -2 3
Ti -0.13925 0.92455 0.24558
O -1.48337 4.56805 -1.51310
C -1.35422 3.52892 -0.85270
O -0.46414 3.25436 0.03080
C -2.35852 2.40205 -0.98831
C -3.56895 2.43867 -1.60245
C -4.49798 1.37369 -1.39090
C -4.19192 0.40759 -0.42070
C -2.95315 0.41863 0.17327
N -1.98882 1.32431 -0.22535
C -2.51831 -0.36821 1.36931
O -3.20557 -1.27956 1.84857
O -1.37842 0.04849 1.84720
H -3.81593 3.30764 -2.19920
H -5.45908 1.37087 -1.88989
H -4.91593 -0.32915 -0.08982
C 3.87707 1.81094 2.24863
O 2.83711 2.37567 3.06129
C 1.60598 2.28990 2.54855
O 1.38158 1.93173 1.40936
N 0.67628 2.73424 3.41853
N -0.69289 2.64946 3.10345
H 4.79721 2.28261 2.58403
H 3.69944 2.02332 1.19891
H 3.92122 0.73559 2.39531
H 0.89823 2.63801 4.39048
H -0.81399 3.11181 2.20662
H -0.92348 1.67392 2.94410
N -1.28487 -6.21758 3.52589
C -0.52164 -5.05570 3.26359
C 0.84580 -5.15733 3.00288
C 1.58885 -4.02320 2.71422
C 0.97233 -2.78728 2.72174
C -0.37902 -2.66387 3.02757
C -1.12434 -3.80157 3.28935
S 1.85198 -1.33582 2.23199
O 3.21641 -1.74555 1.98634
O 1.64559 -0.37415 3.29021
N 1.15620 -0.75700 0.89671
C 0.50663 -1.58131 0.02734
N 0.74948 -2.88965 -0.15865
C 0.00514 -3.49845 -1.05553
C -0.96249 -2.85900 -1.80288
C -1.14082 -1.50736 -1.55382
N -0.43057 -0.88651 -0.66130
H -0.93340 -7.02938 3.04406
H -2.26056 -6.08284 3.31240
H 1.31668 -6.13714 2.99582
H 2.64072 -4.08657 2.45859
H -0.85830 -1.68747 2.99517
H -2.19194 -3.70240 3.46631
H 0.20237 -4.56006 -1.18192
H -1.55348 -3.37828 -2.54202
H -1.88058 -0.90471 -2.06751
C 2.55328 3.26934 -3.89903
C 1.41793 2.24287 -4.02687
C 0.16456 2.94462 -4.57516
C 1.84662 1.12232 -4.98332
C 1.10328 1.68962 -2.69771
C 0.86735 1.36450 -1.53800
H 2.81016 3.69142 -4.88054
H 3.44142 2.79776 -3.47230
H 2.24542 4.07755 -3.23279
H 0.39154 3.46132 -5.51815
H -0.21439 3.66683 -3.84689
H -0.62806 2.21279 -4.75640
H 2.04465 1.52076 -5.98655
H 1.05974 0.36811 -5.05156
H 2.75019 0.63225 -4.61285
*
```

Output
* energy relative to the best compared isomer or geometry (same formula, charge and spin): 20.03 kcal per mole
* gap between HOMO and LUMO (alpha / beta): 4.0938 / 7.2495 eV
* ⟨S²⟩: 2.02



[3]
Entry from the OMol25 dataset: a single C25H27NO4S2 molecule in a non-equilibrium geometry (ωB97M-V/def2-TZVPD).

Geometry as ORCA input:
```
! wB97M-V def2-TZVPD RIJCOSX def2/J DEFGRID3
* xyz 0 1
C -4.36802 -0.83820 5.47567
O -4.53590 -0.29939 4.15778
C -5.75007 -0.84161 3.57904
C -5.37454 -2.20315 2.87818
C -4.88671 -2.06721 1.38513
C -3.95207 -0.83015 1.10778
C -3.69962 -0.63640 -0.42808
C -2.87626 0.28688 -1.03787
C -2.09839 1.32659 -0.18303
C -1.33005 2.43625 -1.00928
C 0.22826 2.23999 -0.82760
S 0.95157 1.73118 -2.46627
C 2.10203 0.37326 -1.97246
S 1.45006 -1.03992 -1.43502
N 3.51682 0.62271 -2.11857
C 4.04334 1.46612 -1.05650
C 3.93505 1.21033 0.37221
C 4.52895 2.09626 1.37700
C 5.26063 3.28617 0.95479
C 5.34740 3.58897 -0.48078
C 4.74583 2.69269 -1.47340
C 4.30128 -0.58928 -2.34299
C 4.77466 -1.47213 -1.27584
C 5.56089 -2.68781 -1.56915
C 5.84493 -2.97849 -2.96454
C 5.34576 -2.12325 -4.05089
C 4.57734 -0.92086 -3.75749
C -2.93251 0.06129 -2.56523
O -2.41784 0.63286 -3.47985
O -3.74337 -1.04868 -2.87137
C -4.29599 -1.41670 -1.62404
O -5.16223 -2.24507 -1.66033
H -5.09567 -0.32851 6.17390
H -3.33434 -0.54341 5.81096
H -4.48328 -1.95098 5.53846
H -6.05335 -0.12114 2.77243
H -6.58064 -0.93032 4.32930
H -4.67219 -2.78137 3.53926
H -6.32180 -2.82311 2.84691
H -4.26629 -2.98576 1.16576
H -5.77095 -2.13777 0.70125
H -4.27832 0.12640 1.58455
H -2.94160 -1.08220 1.53770
H -2.87773 1.86831 0.43330
H -1.44230 0.81624 0.57930
H -1.64502 2.43170 -2.08091
H -1.57346 3.46676 -0.61729
H 0.77157 3.16654 -0.51619
H 0.48695 1.44452 -0.08216
H 3.41152 0.30114 0.74261
H 4.47544 1.88731 2.46910
H 5.72891 3.97863 1.69270
H 5.87164 4.50817 -0.83661
H 4.83571 2.94924 -2.55060
H 4.56290 -1.27597 -0.20453
H 5.93670 -3.33762 -0.74203
H 6.45304 -3.87131 -3.24535
H 5.53153 -2.35153 -5.13052
H 4.17979 -0.23722 -4.54832
*
```

Output
* energy relative to the best compared isomer or geometry (same formula, charge and spin): 44.27 kcal per mole
* gap between HOMO and LUMO: 7.7165 eV